[1]
{
  "formula": "C2H27NO10",
  "method": "ωB97M-V/def2-TZVPD",
  "species": ["H", "H", "O", "H", "H", "H", "H", "H", "H", "H", "H", "H", "O", "N", "H", "O", "O", "H", "H", "C", "O", "H", "H", "H", "H", "H", "O", "H", "H", "O", "H", "O", "C", "H", "H", "H", "H", "O", "O", "H"],
  "positions_angstrom": [[-3.767, 0.806, -1.773], [0.595, -2.333, -2.278], [-4.268, 0.294, -1.128], [2.419, 3.128, 1.610], [-1.846, -1.618, 2.682], [-0.225, 0.988, 2.995], [0.643, 0.635, -4.257], [0.562, -0.710, 3.328], [-0.941, -0.129, -0.321], [3.620, -1.364, 1.630], [3.141, -2.225, 0.499], [1.216, 0.598, 2.178], [-1.634, 0.662, -2.133], [-0.355, -0.640, 1.609], [-0.481, 2.601, -1.501], [2.885, 0.898, -0.762], [1.759, 3.583, 1.076], [0.825, 3.242, -1.520], [2.403, 1.631, -0.362], [0.369, 0.129, 2.687], [-1.827, -2.837, -0.025], [1.164, 3.991, 1.713], [1.070, -0.996, -1.643], [-2.228, -2.877, 0.853], [-1.075, 0.866, -2.896], [-2.112, -3.586, -0.551], [2.893, -1.438, 1.000], [-2.094, 0.275, 0.996], [1.055, 0.855, -2.710], [0.849, -1.912, -1.453], [-1.502, -0.299, -2.142], [-1.865, -2.537, 3.014], [-1.058, 0.263, 0.679], [-3.608, -0.338, -0.823], [0.383, -1.129, 1.128], [-0.916, -2.548, 3.190], [-0.540, 1.220, 0.578], [0.453, 2.348, -1.532], [1.174, 0.332, -3.516], [2.866, 0.172, -0.120]],
  "total_charge": 0,
  "energy_ev": -24476.4618,
  "gap_ha": 0.324,
  "relative_energy_kcal_mol": 0.0,
  "smiles": "CNC.O.O.O.O.O.O.O.O.O.O"
}

***

[2]
{
  "formula": "C19H34FeN2O7S2Si",
  "method": "ωB97M-V/def2-TZVPD",
  "species": ["H", "H", "C", "H", "H", "H", "H", "H", "H", "C", "O", "O", "C", "C", "S", "C", "C", "H", "H", "C", "H", "H", "H", "N", "Si", "H", "C", "H", "H", "H", "H", "C", "C", "C", "H", "H", "H", "C", "H", "O", "O", "H", "O", "H", "H", "H", "H", "C", "O", "Fe", "C", "S", "H", "C", "C", "O", "H", "H", "H", "H", "C", "H", "N", "C", "C", "H"],
  "positions_angstrom": [[-1.273, -5.260, 2.217], [-1.353, 1.989, -3.431], [-0.936, 2.298, -2.461], [2.833, -1.034, 2.967], [-0.128, 3.002, -2.665], [0.159, 1.667, 3.078], [-0.992, -3.158, -1.483], [-1.377, -0.819, -1.041], [1.464, -0.252, 3.452], [1.406, 2.996, 0.048], [4.818, 0.880, -1.536], [4.856, 1.153, 0.892], [-0.703, 2.218, 2.683], [-0.198, -3.086, 1.137], [5.067, 0.282, -0.245], [-1.629, 0.067, -1.627], [-2.334, -6.151, 0.562], [-1.504, 2.168, 3.434], [2.859, 2.089, 1.420], [-1.059, -4.110, 0.445], [-1.885, -0.266, -2.643], [0.243, 0.124, -3.532], [1.875, 2.991, -2.099], [-2.514, -4.826, -2.905], [0.259, 1.448, 0.064], [0.021, 4.406, -0.931], [-1.797, 0.253, 1.708], [-3.114, 2.622, 1.666], [-2.702, -6.993, 1.135], [-1.033, -0.444, 2.067], [2.930, 1.923, -1.140], [2.279, 3.010, 1.315], [-2.660, -6.037, -0.779], [-0.453, 1.054, -1.701], [-2.527, 0.516, -1.199], [1.705, 3.184, 2.220], [1.405, 5.150, -0.120], [-1.539, -5.191, 1.170], [1.379, -1.856, 3.030], [0.073, -3.242, 2.326], [6.202, -0.603, -0.146], [-3.277, -6.765, -1.284], [-2.111, -3.858, -3.506], [1.534, 0.982, -2.671], [0.970, -0.572, -2.078], [-1.722, 2.833, -1.921], [0.051, 4.543, 0.832], [2.381, 2.876, -1.138], [0.199, -2.116, 0.386], [1.516, -0.699, 0.720], [0.665, 4.340, -0.050], [3.443, -1.235, -0.137], [-2.540, 0.366, 2.511], [-2.169, -4.952, -1.484], [0.643, 0.365, -2.537], [-3.194, -5.700, -3.406], [-2.851, 2.135, -0.009], [3.138, 3.672, -1.063], [-2.011, 3.546, 0.636], [-2.296, -0.224, 0.864], [-1.209, 1.632, 1.357], [3.020, 3.819, 1.233], [1.829, -0.965, 2.831], [-2.354, 2.536, 0.875], [-1.371, -3.984, -0.902], [-0.408, 3.263, 2.590]],
  "total_charge": -1,
  "energy_ev": -101504.5724,
  "s_squared": 8.767,
  "spin_multiplicity": 6,
  "gap_ha": [0.230, 0.256],
  "relative_energy_kcal_mol": 15.2
}

***

[3]
{
  "formula": "C3H5F",
  "method": "ωB97M-V/def2-TZVPD",
  "species": ["C", "C", "H", "F", "H", "H", "H", "C", "H"],
  "positions_angstrom": [[0.662, -0.373, -2.062], [-0.362, 0.785, 1.420], [0.424, 0.142, 1.057], [0.131, -2.524, -0.987], [-1.311, 0.128, 1.286], [-0.357, 1.760, 0.893], [0.570, 0.577, -2.550], [0.441, -1.444, -1.606], [-0.197, 0.949, 2.549]],
  "total_charge": 0,
  "energy_ev": -5906.1973,
  "gap_ha": 0.424,
  "relative_energy_kcal_mol": 56.1,
  "smiles": "C#CF.C"
}

***

[4]
{
  "formula": "C6H10O2",
  "method": "ωB97M-V/def2-TZVPD",
  "species": ["O", "H", "H", "C", "C", "H", "C", "H", "H", "C", "H", "O", "C", "H", "C", "H", "H", "H"],
  "positions_angstrom": [[-0.150, 2.318, -1.584], [0.916, -2.819, 1.015], [0.629, 2.293, -2.144], [-1.113, -0.151, 1.512], [-0.844, -0.596, -0.848], [2.420, 0.944, 0.203], [-1.517, 0.027, 0.193], [-1.438, 0.477, 2.336], [-0.908, -0.230, -1.852], [-0.242, -1.201, 1.768], [-2.382, 0.630, -0.033], [2.320, 1.667, -0.434], [0.065, -1.608, -0.576], [0.147, -1.428, 2.758], [0.287, -1.977, 0.746], [0.592, -2.134, -1.363], [3.051, 1.485, -1.017], [0.003, 1.766, -0.819]],
  "total_charge": -1,
  "energy_ev": -10477.8400,
  "s_squared": 0.750,
  "spin_multiplicity": 2,
  "gap_ha": [0.113, 0.362],
  "relative_energy_kcal_mol": 0.5
}